[1]
C5H11NO2 | ωB97M-V with the def2-TZVPD basis set

**Multiplicity**: 1
**E_HOMO**: -8.5322 eV
**Frontier orbital gap**: 9.36 eV
**F_max**: 1.7 eV/A
**ΔE to the lowest compared entry with this formula, charge and spin**: 1.859 eV

Geometry (Å):
O -1.32348 -0.39062 -1.59866
O 0.76219 -1.44426 0.77792
N 1.19614 0.23045 -0.94421
C -2.16972 -1.66649 0.24120
C 0.05288 -0.47739 0.40893
C -1.18060 -0.78314 -0.46392
C -0.18668 0.73827 1.29463
C 1.96383 1.45453 -0.78186
H -2.62654 -1.11692 1.06329
H -0.87826 0.44362 2.08215
H -1.63968 -2.51688 0.66515
H 2.58780 1.37250 0.10725
H 0.59274 0.24973 -1.76469
H 0.74402 1.05005 1.75965
H 1.29055 2.30187 -0.65938
H 1.76818 -0.64884 -0.82801
H -0.62203 1.56164 0.73170
H 2.61313 1.64040 -1.64288
H -2.94445 -1.99853 -0.44826

These are the natural (NBO) partial charges, in e, on atoms 1 to 4:
1. O -0.5678
2. O -0.7410
3. N -0.7162
4. C -0.7272

[2]
C22H31Br2F3N2O4 | ωB97M-V with the def2-TZVPD basis set

**Multiplicity**: 1
**E_HOMO**: -9.8668 eV
**Frontier orbital gap**: 9.26 eV
**SMILES string**: CC[C@H](F)[C@@](C#N)([C@H](C)F)[C@@](C#N)(OC[C@H](C)CC(C)C)/C(Br)=C(\C)Br.O=C1OC[C@@H](F)O1
**F_max**: 7.1 eV/A

Geometry (Å):
Br -0.52372 -5.81948 -3.00328
Br 0.90288 -4.48908 -0.39373
F -2.01734 1.06505 -0.60316
F -1.92665 -0.38809 2.23415
F -1.43436 4.25841 1.59254
O 1.06725 -1.44203 -0.39017
O -2.81273 4.64418 3.32352
O -3.56013 2.54045 3.65628
O -4.47693 4.25994 4.81122
N -0.21541 0.20378 -3.25550
N -2.73318 -3.83854 0.22357
C 4.56760 -0.28859 -1.61710
C -2.48882 -0.32474 -0.54542
C -0.11461 -3.20214 -1.57404
C -1.85551 3.75944 2.77935
C -0.84914 -0.93047 1.37597
C 0.97589 2.51636 -0.28497
C 2.99844 0.03006 -1.27953
C -0.07288 -0.58101 -2.33572
C -3.32679 -0.73295 -1.88864
C -2.15755 -2.78337 0.13853
C -0.73497 -3.84449 -2.68328
C -1.65721 -3.06771 -3.70881
C -2.62796 2.49485 2.58593
C 3.01807 0.79684 0.15561
C 2.26725 -1.43586 -1.17802
C -1.37303 -1.37262 -0.08246
C -3.69093 3.85303 4.00324
C -0.16671 -1.65556 -1.16745
C 3.41457 3.07060 -1.15389
C -0.29505 -2.16669 2.29181
C 0.28616 -1.43368 3.64289
C 2.55544 2.34447 0.02284
H 5.18829 0.67293 -1.62240
H -1.26363 -2.09281 -4.14564
H -3.16805 2.47150 1.63476
H -3.35067 -0.27686 0.23645
H -3.78282 -1.78283 -1.82121
H 3.39376 4.21905 -1.07100
H 2.23915 -1.96993 -2.19169
H -0.53127 -0.92761 4.26115
H -1.99792 1.60854 2.65232
H 0.71177 2.26451 -1.38380
H -2.71709 -3.00502 -3.25670
H 1.05833 -0.65902 3.24694
H 0.90689 -2.17770 4.27894
H 2.95456 2.75994 -2.17388
H 4.08313 0.82171 0.62396
H 3.04250 -2.05485 -0.56028
H 2.48791 0.64844 -2.10664
H -1.79447 -3.76816 -4.63138
H -2.76087 -0.51324 -2.85673
H -1.12742 -2.85591 2.66257
H 0.60966 -2.69021 1.83221
H -1.00751 3.66819 3.46493
H 2.78080 2.95722 0.98525
H -4.23365 -0.00258 -1.88447
H 0.68772 3.62651 -0.12896
H 4.63625 -0.90753 -2.57923
H 2.33849 0.31784 0.94514
H -0.09248 -0.04852 1.35381
H 0.30167 1.91359 0.42795
H 4.97809 -0.92519 -0.73388
H 4.48693 2.66764 -1.15078

These are the natural (NBO) partial charges, in e, on atoms 1 to 4:
1. Br 0.0853
2. Br 0.0910
3. F -0.3764
4. F -0.4058

[3]
C49H58Cl5N5O3PPb | ωB97M-V with the def2-TZVPD basis set

**Net charge**: -1
**Multiplicity**: 1
**E_HOMO (alpha / beta)**: -3.4903 / -3.7613 eV
**Frontier orbital gap (alpha / beta)**: 5.77 / 6.03 eV
**F_max**: 0.8 eV/A
**ΔE to the lowest compared entry with this formula, charge and spin**: 3.899 eV

Geometry (Å):
Pb 1.12066 0.29586 0.81285
Cl -2.25164 5.31554 1.95773
Cl -1.04562 3.00679 0.25776
Cl 1.44612 1.10553 4.67069
Cl 0.22744 3.38154 6.33381
Cl -1.59495 5.51742 4.99736
P -2.13501 -0.69450 -0.69776
O 4.08814 -3.29306 0.29597
O 1.80884 2.25734 -1.34711
O 2.58257 -3.86217 2.47148
N 0.20513 -1.23264 2.69652
N 2.50849 4.38958 -0.85659
N 1.99996 -1.30623 -1.72365
N 2.81794 3.46475 -2.97732
N 2.17602 -2.14225 0.96297
C 2.03302 -2.82394 2.12495
C -0.49069 -2.73569 4.91993
C -4.93350 -0.51598 3.04089
C -0.83139 -0.89163 3.45974
C 2.84744 -2.26774 -1.39457
C -1.87129 -3.40181 0.07537
C -0.93169 4.23479 4.05311
C -2.17765 1.05023 -2.92665
C 3.47497 -3.05295 -2.36172
C 3.24013 0.98350 1.47180
C -3.11816 0.27132 -1.98417
C 2.34945 3.31133 -1.68396
C -1.89045 0.34086 -4.24633
C -1.28609 -4.37520 -2.53835
C -0.62461 -5.07792 -1.33342
C -3.31993 -0.68680 0.77402
C -5.09437 -1.76552 2.15038
C 5.01776 -0.56949 2.20311
C 3.10953 -2.59612 0.07061
C 0.59747 -3.08130 4.14229
C -1.32559 -2.86068 -2.33358
C -3.99302 -0.98270 -4.06967
C -0.55249 -4.14477 -0.12399
C 2.94319 5.85091 -2.79178
C 5.50815 1.06010 4.40042
C 0.42600 2.25379 3.85533
C 4.58876 1.46428 3.45980
C 3.16268 -2.84860 -3.69459
C -4.60909 -1.50912 0.71391
C -1.21439 4.14093 2.69455
C -2.23977 -2.51916 -1.15141
C 1.72475 -1.08616 -3.00141
C -4.31701 -0.35994 -2.71103
C 2.26208 -1.84575 -4.02776
C -1.23230 -1.61679 4.56479
C 2.89913 5.72081 -1.28159
C 0.17910 2.12448 2.48834
C -0.10876 3.27886 4.64071
C -0.65890 3.09660 1.95974
C 4.23533 0.62188 2.35488
C 6.21136 -0.13577 4.25653
C -4.88486 0.74555 2.18290
C -3.63664 0.73325 1.28742
C -3.19861 -0.01828 -4.94648
C 2.90919 2.26368 -3.78630
C 3.62680 4.61047 -3.33396
C 5.97127 -0.92220 3.12814
C 0.90750 -2.31756 3.01883
C 2.21206 4.28693 0.55997
H -5.37596 -0.97275 0.14847
H -0.31704 -2.48603 -2.16256
H 1.98071 -1.65700 -5.05627
H -6.14084 -2.08226 2.12801
H -2.09603 -1.30611 5.13742
H 4.05631 2.39915 3.57501
H 3.55888 2.46232 -4.63678
H 0.38588 -5.40502 -1.58849
H -0.74338 -4.61246 -3.45653
H 3.48128 6.75596 -3.07612
H -2.77878 1.10286 1.85513
H 1.04489 -0.26282 -3.19141
H -1.28568 0.99225 -4.88408
H 1.92370 1.96491 -4.15071
H 3.31645 1.43507 -3.20718
H 1.93067 5.89671 -3.19672
H -4.45670 -2.47071 0.22504
H 3.61144 -3.46424 -4.46470
H -2.63969 2.01717 -3.16033
H -1.34813 0.01737 3.17291
H 4.64220 4.53140 -2.91732
H 5.68489 1.69586 5.26200
H 1.23825 4.72876 0.79226
H -2.69907 -1.15032 1.54720
H -0.30350 -4.71598 0.77309
H -2.66687 -4.13230 0.25804
H 2.18906 6.43986 -0.85975
H -4.78894 -1.11365 -2.07674
H -1.19501 -5.97464 -1.07442
H -4.92977 -1.25544 -4.56351
H -2.31282 -4.73325 -2.66670
H 1.21942 -3.93821 4.35566
H 6.51821 -1.84746 2.98597
H -1.69590 -2.38255 -3.24093
H -5.75168 -0.45480 3.76162
H 3.71122 4.65470 -4.42009
H -5.79042 0.79323 1.57136
H -3.00081 -0.47303 -5.92085
H 2.98298 4.82766 1.11475
H -3.53359 1.03701 -1.32436
H -0.75940 -3.32555 5.78719
H -1.24450 1.26429 -2.39770
H 0.24456 -3.41373 -0.25829
H -3.41024 -1.89667 -3.93262
H -4.00352 -0.57992 3.61329
H -1.77439 -2.80051 0.98045
H -1.31606 -0.57227 -4.06468
H 2.23030 3.24537 0.86813
H 6.93752 -0.44222 4.99832
H 4.83656 -1.20136 1.34652
H -3.26611 -2.74164 -1.46345
H -5.05870 0.43139 -2.87632
H 4.17521 -3.81052 -2.03992
H -4.86858 1.63768 2.81249
H -4.51146 -2.58628 2.57707
H -3.78304 0.89367 -5.11232
H 3.88572 5.95752 -0.86181
H -3.78970 1.44102 0.47183

These are the Löwdin partial charges, in e, on atoms 1 to 4:
1. Pb 1.1618
2. Cl 0.6364
3. Cl 0.6491
4. Cl 0.7059

[4]
C14H5F9O2 | ωB97M-V with the def2-TZVPD basis set

**Multiplicity**: 1
**E_HOMO**: -9.5840 eV
**Frontier orbital gap**: 7.18 eV
**SMILES string**: O=C1C=C(C(F)(F)C(F)(F)C(F)(F)C(F)(F)F)C(=O)c2ccccc21
**F_max**: 8.5 eV/A

Geometry (Å):
F -5.36238 1.71171 -0.82114
F -3.54680 2.49996 0.51016
F -4.09589 -0.25265 -1.79976
F -1.91212 -2.22109 -1.80225
F -2.45287 -0.54006 1.72614
F -4.01986 -1.92076 0.57176
F -1.83950 -3.35994 0.29209
F -2.13941 0.96800 -1.03365
F -5.08200 0.71412 1.32785
O 2.70228 -1.79566 2.73735
O 0.88456 -1.41820 -2.49596
C 0.49029 -1.65533 1.35183
C 2.10591 0.08429 -0.79527
C 3.87293 0.96609 1.35477
C 2.70059 -0.03262 0.76344
C 0.91632 -1.00771 -1.22560
C 2.72541 1.22227 -1.80148
C 2.03325 -1.23114 1.72045
C -2.81194 -1.03747 0.36251
C 3.89639 2.23097 -1.17440
C -1.67396 -1.99290 -0.33003
C 4.46484 2.13408 0.36502
C -4.32353 1.27415 0.18502
C -0.12151 -1.55292 -0.03347
C -3.33406 0.20767 -0.57875
H 4.20278 0.81093 2.47544
H 5.30352 2.87117 0.75978
H -0.23869 -2.03790 2.20452
H 2.35072 1.30565 -2.91591
H 4.30473 3.05530 -1.90044

These are the natural (NBO) partial charges, in e, on atoms 1 to 4:
1. F -0.3193
2. F -0.3055
3. F -0.2950
4. F -0.3096

Number 1: total energy -402.3098 Eh. Number 2: total energy -6714.7246 Eh. Number 3: total energy -5236.6532 Eh. Number 4: total energy -1585.1705 Eh.